Model A:
17
Properties=species:S:1:pos:R:3 method="wB97M-V/def2-TZVPD" homo_ev=-9.21 smiles="O=CCCCS.O" molar_mass_da=122.19
O 2.3367 -0.5526 -0.9537
C 2.0439 -0.8195 0.2075
C 0.8917 -0.1565 0.9240
C -0.2115 -1.0532 0.4972
C -1.6807 -0.4740 0.2039
S -2.4954 0.3925 1.5454
H 2.5341 -1.5867 0.8243
H 0.8938 -0.0734 2.1098
H 0.8513 0.9109 0.5566
H -0.2857 -2.0358 1.1102
H 0.0599 -1.2410 -0.6133
H -1.6231 0.2044 -0.7070
H -2.2064 -1.3037 -0.2210
H -1.3803 0.3234 2.3048
O 0.2412 2.2322 -2.8451
H -0.6311 2.7187 -2.9224
H 0.6616 2.5140 -2.0208

Model B:
17
Properties=species:S:1:pos:R:3 method="wB97M-V/def2-TZVPD" homo_ev=-8.76 molar_mass_da=122.19
C 0.7988 -1.7380 0.3860
C 1.4622 0.6513 0.2487
C -1.6555 1.6798 -0.0166
C 0.4602 -0.3890 -0.0709
O -2.1522 -0.8861 0.0557
O 0.2423 -0.3760 -1.5116
S -1.2292 0.0041 0.7236
H -0.1358 -2.3130 0.2527
H 1.1688 -1.6706 1.3672
H 1.4900 -2.2412 -0.3037
H 1.6485 1.2517 -0.7252
H 2.4056 0.1090 0.6188
H 1.0194 1.2614 0.9774
H -0.5980 2.2214 0.0893
H -2.5186 2.0219 0.5890
H -2.1610 1.5105 -0.9148
H -0.2456 -1.0973 -1.7656

It comes down to model A, which is 6.7 kcal/mol more stable than the next structure.

Model A:
13
Properties=species:S:1:pos:R:3 method="wB97M-V/def2-TZVPD" homo_ev=-10.13 molar_mass_da=106.08
C 1.7063 0.7147 0.8610
C -2.0566 -0.6763 -0.5733
C -0.6397 -0.3060 -0.2345
O -0.2755 0.9193 -0.8268
O -0.0837 1.1188 0.6282
O 2.3919 0.5614 -0.2859
O 0.1972 -1.1827 0.1035
H 2.3165 -0.3760 -0.5435
H 1.7365 -0.1288 1.5434
H 1.9058 1.6861 1.3050
H -2.6600 0.2163 -0.7421
H -2.0546 -1.2860 -1.4788
H -2.4843 -1.2607 0.2437

Model B:
13
Properties=species:S:1:pos:R:3 method="wB97M-V/def2-TZVPD" homo_ev=-10.84 smiles="O=C1OCCO1.O" molar_mass_da=106.08
O 0.0668 0.9079 2.8795
C 0.4186 0.5025 1.7913
O -0.3843 -0.2687 1.0525
C 0.4256 -0.8088 -0.0060
C 1.5528 0.1830 -0.1223
O 1.5716 0.8318 1.1522
H 0.7495 -1.8066 0.2417
H -0.2803 -0.7876 -0.8826
H 2.5637 -0.2497 -0.2796
H 1.3148 0.9297 -0.8943
O -2.9594 0.1814 -1.4040
H -2.5115 0.9825 -1.6943
H -2.5280 -0.5973 -1.8340

It comes down to model B, which is 109.5 kcal/mol more stable than the next structure.